Computed, not measured: a 2-piece molecular cluster, C5H11O2 overall, with the ωB97M-V functional and the def2-TZVPD basis.

Structure (XYZ):
```
18
Properties=species:S:1:pos:R:3:forces:R:3
C -0.1827 1.6776 -0.5430 -1.71 0.33 0.44
C -0.5299 1.4719 0.9587 0.42 0.72 -0.10
C -0.6877 0.5725 -1.4518 0.63 0.02 -1.34
H -0.7354 2.5568 -0.9013 0.42 0.33 0.31
H 0.8762 1.9071 -0.5802 0.20 -0.31 -0.57
H -0.6938 0.4449 1.2713 0.08 -0.14 -0.17
H -1.3836 2.0618 1.2953 -0.22 -0.06 -0.25
H -0.0886 -0.3303 -1.3617 -0.58 -0.37 0.20
H -1.7643 0.4087 -1.3998 0.07 -0.36 0.88
H 0.3193 1.8881 1.5061 -0.06 -0.27 0.37
H -0.6372 0.8502 -2.5210 0.55 0.24 0.22
C 1.3478 -1.5404 0.5587 -0.55 -0.75 0.07
C 0.0584 -2.4474 0.5019 0.22 0.23 -0.17
O -0.4255 -2.7958 1.6022 0.12 0.15 -0.10
O -0.3463 -2.7086 -0.6550 -0.05 -0.04 0.10
H 1.9739 -1.9178 1.3676 0.16 0.22 -0.02
H 1.0495 -0.5156 0.7569 0.13 0.06 0.15
H 1.8497 -1.5839 -0.4049 0.18 0.01 -0.01
```
Forces are in eV/Å.

Results
Charge: -1
Total energy: -9459.5606 eV
Spin multiplicity: 1
Energy above the lowest of the compared OMol25 structures with the same formula, charge and spin: 10.81 kcal per mole

***

Computed, not measured: C17H19Cl2NO2ReS as an isolated structure, with the ωB97M-V functional and the def2-TZVPD basis.

Structure (XYZ):
```
43
Properties=species:S:1:pos:R:3:forces:R:3
Re 0.3433 -0.2446 0.1088 -0.14 0.34 0.24
C -1.8124 1.6195 2.5983 -0.01 -0.05 -0.01
C -1.9549 1.3354 1.1309 -0.02 -0.04 -0.02
C -3.1129 0.8140 0.6038 0.09 0.03 0.03
C -3.2897 0.6819 -0.7884 -0.02 -0.02 -0.03
C -4.5483 0.0927 -1.3215 0.03 0.02 0.01
C -2.2859 1.1234 -1.6547 0.05 0.04 0.07
C -1.1117 1.6880 -1.1793 -0.11 0.07 -0.11
C -0.1786 2.3880 -2.1273 -0.01 -0.02 0.03
C -0.8789 1.6864 0.2413 0.06 0.06 -0.06
H -0.7684 1.6916 2.9118 0.01 0.00 0.01
H -2.3451 0.8931 3.2159 -0.01 0.01 0.01
H -2.2610 2.5908 2.8186 -0.01 0.02 -0.01
H -3.9307 0.5427 1.2615 0.00 -0.01 0.01
H -4.4733 -0.9966 -1.2466 -0.01 -0.02 -0.01
H -4.7095 0.3545 -2.3644 0.00 -0.01 0.00
H -5.4099 0.3999 -0.7299 0.00 0.00 0.00
H -2.4631 1.0901 -2.7225 0.01 0.00 -0.02
H 0.2239 1.7116 -2.8822 -0.01 0.00 -0.01
H 0.6450 2.8765 -1.6126 0.00 0.00 -0.01
H -0.7484 3.1536 -2.6566 0.01 0.00 -0.01
H -0.1501 2.4014 0.6228 0.00 0.00 -0.01
N -0.2349 -1.1579 1.9699 -0.07 0.00 0.04
C -1.1325 -2.3346 1.7502 0.05 -0.11 0.02
C -1.8553 -2.1547 0.4239 -0.06 0.40 -0.19
O -2.9304 -2.5781 0.1618 0.12 -0.09 0.07
O -1.1148 -1.4078 -0.4481 -0.17 -0.37 0.11
H 0.5828 -1.4258 2.5169 0.00 -0.03 -0.01
H -0.7227 -0.4538 2.5247 0.00 -0.04 0.05
H -1.8313 -2.4545 2.5752 -0.04 0.01 -0.06
H -0.5180 -3.2337 1.6862 -0.02 -0.01 0.01
Cl 1.7807 -2.1286 -0.4139 0.35 -0.20 -0.10
C 3.4359 -1.4673 -0.5187 -0.25 -0.08 0.02
C 4.4628 -2.3557 -0.7165 0.08 0.10 -0.01
C 5.7398 -1.8112 -0.8291 -0.02 -0.02 0.00
C 5.9420 -0.4439 -0.7443 -0.06 -0.01 0.00
C 4.8702 0.4188 -0.5450 0.04 0.02 -0.01
Cl 5.1497 2.1080 -0.4393 -0.02 -0.03 0.00
C 3.5732 -0.0904 -0.4250 0.01 0.00 0.01
S 2.2122 0.9954 -0.1457 0.13 0.04 -0.06
H 4.2926 -3.4201 -0.7895 -0.01 -0.01 0.00
H 6.5827 -2.4688 -0.9893 0.01 0.00 0.00
H 6.9361 -0.0291 -0.8322 0.01 0.00 0.00
```
Forces are in eV/Å.

Results
Charge: +2
Total energy: -61516.8263 eV
Spin multiplicity: 4

***

Computed, not measured: an isolated ion of composition C7H10NO and charge +1, with the ωB97M-V functional and the def2-TZVPD basis.

Structure (XYZ):
```
19
Properties=species:S:1:pos:R:3:forces:R:3
C 1.1866 1.6979 0.3490 -5.62 -1.23 1.58
C -0.0114 1.3149 0.4648 2.70 0.96 0.00
C -2.0484 0.3620 -0.7690 -0.41 2.98 -1.21
C 2.1982 0.9384 -0.3320 0.03 -0.65 -1.39
C 1.7201 -0.5481 -0.1621 0.12 -0.97 -0.99
C 0.2334 -0.7274 -0.6252 0.86 0.35 2.54
C -0.8572 0.1311 0.1492 1.58 0.42 0.06
N -1.5002 -0.5045 1.3860 -0.63 0.17 1.72
O -3.1647 0.0031 -0.5212 0.30 -0.65 0.28
H -1.8832 1.1566 -1.5990 0.18 -1.52 0.79
H 1.8697 1.3498 -1.3079 1.01 -0.77 -0.41
H 3.2382 1.1510 -0.2076 0.53 -0.02 0.31
H 2.2545 -1.3509 -0.7774 -0.23 1.50 0.44
H 1.8645 -0.9333 0.8617 -0.19 0.59 -0.16
H 0.1718 -0.5085 -1.6599 -0.35 -0.10 -1.06
H 0.0277 -1.7282 -0.3342 -0.51 -1.23 -0.61
H -1.3071 -1.4625 1.7944 0.52 1.26 -1.00
H -2.5014 -0.5329 1.1155 -0.28 -0.26 -0.16
H -1.4912 0.1913 2.1750 0.39 -0.84 -0.75
```
Forces are in eV/Å.

Results
Charge: +1
Total energy: -10947.2796 eV
Spin multiplicity: 1
Energy above the lowest of the compared OMol25 structures with the same formula, charge and spin: 96.77 kcal per mole

***

Computed, not measured: a single C22H28N2O4S molecule, with the ωB97M-V functional and the def2-TZVPD basis.

Structure (XYZ):
```
57
Properties=species:S:1:pos:R:3:forces:R:3
C -0.9579 -3.2500 1.4706 -0.08 -0.01 0.30
H -0.9023 -2.3428 2.0793 0.01 -0.05 -0.04
H -1.9937 -3.5765 1.3949 0.05 -0.01 0.05
H -0.3637 -4.0433 1.9339 -0.01 0.00 -0.02
O -0.5432 -3.0044 0.1428 0.24 0.04 -0.36
C 0.6969 -2.4877 -0.0610 0.04 0.10 -0.07
C 1.6526 -2.2980 0.9296 -0.25 -0.17 0.09
C 2.8621 -1.6993 0.6228 0.23 0.05 -0.27
C 3.1459 -1.2831 -0.6723 -0.57 -0.66 0.05
C 2.2129 -1.5331 -1.6775 -0.01 -0.16 0.14
C 1.0053 -2.1222 -1.3747 -0.14 -0.04 0.13
H 0.2718 -2.3040 -2.1446 -0.10 -0.02 -0.10
H 2.4361 -1.2203 -2.6838 0.01 -0.02 -0.11
N 4.3023 -0.5437 -1.0044 -0.03 0.96 -0.55
S 3.9410 1.0766 -1.3331 0.02 0.12 0.16
O 5.1794 1.7888 -1.4252 0.09 -0.08 0.35
O 3.0356 1.1346 -2.4390 -0.23 -0.17 0.18
C 3.0561 1.5121 0.1625 0.33 -0.10 -0.59
C 1.7305 1.1293 0.2272 -0.32 0.20 0.16
C 1.0708 1.1483 1.4499 0.32 0.02 -0.04
C 1.7559 1.5766 2.5838 -0.12 -0.05 -0.07
C 3.0680 2.0100 2.4951 -0.01 -0.03 -0.01
C 3.7354 1.9572 1.2799 0.15 0.07 -0.04
H 4.7680 2.2543 1.1816 0.13 0.04 0.06
H 3.5816 2.3603 3.3776 0.04 0.04 0.06
H 1.2433 1.5584 3.5338 -0.04 -0.01 0.09
C -0.3172 0.6025 1.5914 0.17 0.14 -0.20
O -0.6469 -0.0547 2.5630 -0.04 -0.07 0.38
N -1.1393 0.8857 0.5669 -0.12 0.10 -0.24
H -0.7948 1.4366 -0.2034 0.07 0.05 0.11
C -2.5194 0.4392 0.4893 -0.13 -0.14 0.04
C -3.4328 1.6720 0.5290 -0.11 -0.26 0.14
H -3.4492 2.0348 1.5588 0.10 0.06 -0.02
C -4.8642 1.4296 0.0478 0.10 0.32 -0.09
C -5.0280 1.6342 -1.4581 -0.15 -0.32 0.02
C -4.4261 0.5280 -2.3204 0.12 0.36 -0.06
C -2.9455 0.2543 -2.0578 -0.23 -0.32 0.01
H -2.3823 1.1881 -2.0964 0.12 0.11 -0.10
C -2.7065 -0.4697 -0.7318 0.13 0.11 0.01
H -3.5449 -1.1419 -0.5451 -0.04 -0.09 -0.01
H -1.8146 -1.0940 -0.8071 -0.07 -0.05 0.09
H -2.5739 -0.3790 -2.8664 0.08 0.07 -0.01
H -4.9858 -0.3970 -2.1621 -0.02 -0.07 -0.04
H -4.5531 0.8092 -3.3688 -0.06 -0.07 -0.02
H -4.5773 2.5913 -1.7328 -0.02 0.07 -0.01
H -6.0941 1.7011 -1.6889 0.00 0.09 -0.04
H -5.1923 0.4289 0.3301 -0.12 -0.08 0.08
H -5.5198 2.1418 0.5541 -0.03 -0.09 0.04
H -2.9890 2.4636 -0.0799 0.03 0.07 0.00
H -2.6792 -0.1606 1.3914 0.02 0.11 -0.13
H 1.2557 0.7828 -0.6772 -0.15 -0.11 -0.04
C 5.4899 -0.7185 -0.2019 0.49 0.10 0.16
H 6.2826 -0.1498 -0.6821 0.10 -0.15 0.16
H 5.3716 -0.3559 0.8258 0.03 -0.06 0.04
H 5.7528 -1.7753 -0.1850 -0.05 0.01 -0.01
H 3.5743 -1.5411 1.4176 0.08 0.07 0.09
H 1.4588 -2.5842 1.9503 -0.07 -0.02 0.10
```
Forces are in eV/Å.

Results
Charge: 0
Total energy: -45274.1580 eV
Spin multiplicity: 1
Energy above the lowest of the compared OMol25 structures with the same formula, charge and spin: 19.78 kcal per mole

***

Computed, not measured: C55H56BaF2N5P2 as an isolated structure, with the ωB97M-V functional and the def2-TZVPD basis.

Structure (XYZ):
```
121
Properties=species:S:1:pos:R:3:forces:R:3
Ba -0.3294 0.1444 -0.4728 1.40 0.11 2.61
C -0.9182 -3.6184 -0.7012 0.12 0.02 0.11
C -0.8773 -3.1859 0.7728 -0.30 0.23 -0.27
C -2.1584 -2.4247 1.1680 0.11 -0.01 -0.28
N -2.3072 -1.3065 0.2464 -1.14 -0.62 0.09
C -3.4976 -1.0144 -0.2174 -0.12 -0.04 0.04
C -4.7170 -1.3953 0.4306 -0.02 0.12 -0.23
C -6.0254 -1.4414 -0.0277 0.18 -0.02 -0.05
C -6.5327 -1.2714 -1.3098 0.08 0.01 0.00
C -5.7731 -0.9061 -2.4217 0.09 0.07 0.10
C -4.4783 -0.4362 -2.4995 0.03 0.03 0.14
C -3.5003 -0.1780 -1.4744 -0.20 -0.11 0.03
N -2.4907 0.6276 -1.6236 -1.24 0.20 -0.75
C -2.4315 1.4784 -2.8108 0.15 -0.02 0.11
C -1.3421 2.5567 -2.6546 0.08 -0.36 0.11
C 0.0281 2.1292 -3.2088 0.01 -0.05 0.21
N 0.3950 0.8061 -2.7163 0.52 0.17 -1.80
C 1.3199 0.1255 -3.3538 0.09 0.04 -0.09
C 2.2294 0.7301 -4.2803 -0.04 -0.19 0.04
C 3.0479 0.1928 -5.2637 -0.15 0.03 0.11
C 3.1428 -1.1093 -5.7303 -0.06 -0.03 0.09
C 2.4869 -2.2018 -5.1610 -0.01 0.11 0.17
C 1.7844 -2.3031 -3.9771 0.09 0.21 0.05
C 1.4724 -1.3265 -2.9605 0.11 0.00 -0.04
N 1.2092 -1.6261 -1.7153 0.45 -0.59 -0.61
C 1.5301 -2.9742 -1.2356 -0.10 0.20 0.03
C 0.4258 -4.0380 -1.3017 -0.10 0.05 0.02
H -1.3175 -2.7932 -1.2976 0.01 -0.03 0.03
H -1.6308 -4.4435 -0.8090 0.00 0.03 -0.01
H -0.0177 -2.5235 0.9471 -0.09 -0.13 0.02
H -0.7567 -4.0498 1.4305 0.09 0.01 -0.01
H -2.0847 -2.0957 2.2081 0.00 0.03 0.10
H -3.0166 -3.1058 1.1130 0.00 -0.04 -0.04
H -4.5868 -1.6658 1.4705 0.01 -0.02 0.05
H -6.7561 -1.7145 0.7287 0.01 -0.02 0.02
H -7.5873 -1.4692 -1.4653 0.05 -0.01 0.01
H -6.2903 -0.9573 -3.3754 -0.01 0.03 -0.03
H -4.1382 -0.1832 -3.4972 -0.02 0.01 0.02
H -3.4056 1.9469 -2.9813 -0.07 0.07 0.02
H -2.2096 0.8801 -3.7076 -0.02 0.01 0.03
H -1.2545 2.8202 -1.5907 -0.03 0.04 -0.14
H -1.6454 3.4623 -3.1802 -0.01 0.08 0.00
H 0.7659 2.8952 -2.9272 0.01 -0.03 -0.02
H -0.0085 2.1217 -4.3042 -0.01 -0.02 -0.10
H 2.2916 1.8070 -4.1757 -0.02 0.02 -0.03
H 3.6628 0.9220 -5.7851 -0.03 0.02 0.01
H 3.7565 -1.2885 -6.6048 -0.01 -0.01 0.01
H 2.5797 -3.1354 -5.7067 0.01 -0.06 -0.01
H 1.4253 -3.2978 -3.7495 0.00 -0.02 0.02
H 1.8047 -2.8670 -0.1783 -0.03 0.09 -0.17
H 2.4159 -3.3693 -1.7438 0.09 0.00 -0.06
H 0.8112 -4.9256 -0.7829 -0.02 0.01 -0.01
H 0.2576 -4.3363 -2.3410 0.00 0.00 0.03
C 3.8697 0.8731 2.7735 -0.13 -0.02 0.01
N 4.0199 -0.4397 3.3801 -0.02 -0.13 -0.08
C 2.9060 -0.9057 4.1833 0.10 -0.01 -0.22
P 1.3957 -1.5318 3.2279 -0.06 0.09 -0.09
C 1.3792 -3.3447 3.5808 0.05 -0.06 -0.01
C 1.0544 -3.9773 4.7813 -0.01 -0.08 0.00
C 1.1083 -5.3628 4.8981 0.00 0.04 -0.03
C 1.4881 -6.1448 3.8137 -0.02 0.09 -0.03
C 1.8079 -5.5329 2.6075 0.00 0.06 0.05
C 1.7443 -4.1493 2.4964 0.18 -0.01 0.01
C 0.0665 -0.8098 4.2736 0.03 -0.02 0.11
C 0.0359 -0.8224 5.6723 -0.02 0.04 0.06
C -0.9956 -0.2057 6.3690 0.03 -0.02 -0.09
C -2.0079 0.4542 5.6774 0.06 -0.04 -0.02
C -1.9655 0.5175 4.2928 0.05 -0.05 0.04
C -0.9329 -0.1088 3.6040 -0.02 0.11 0.10
C 5.0471 -1.3055 3.0012 -0.09 0.06 0.06
C 6.2038 -0.8306 2.3579 0.09 -0.07 0.03
C 7.2256 -1.6937 2.0014 -0.05 -0.01 0.05
C 7.1501 -3.0578 2.2735 -0.05 0.08 0.02
C 6.0169 -3.5345 2.9141 -0.06 0.07 0.00
C 4.9782 -2.6795 3.2725 0.10 -0.05 -0.03
P 2.9987 0.8961 1.1120 0.29 0.07 -0.41
C 3.1449 2.6699 0.6682 0.01 -0.04 -0.14
C 2.7939 2.9896 -0.6469 0.02 -0.10 -0.02
C 2.8670 4.2919 -1.1091 0.00 0.03 0.04
C 3.2824 5.3088 -0.2557 0.00 -0.07 0.05
C 3.6184 5.0074 1.0562 -0.03 -0.08 -0.05
C 3.5507 3.6940 1.5156 -0.02 0.07 0.02
C 4.3738 0.2400 0.0522 -0.07 -0.14 -0.05
C 4.3102 -1.1171 -0.2673 0.02 0.03 -0.05
C 5.2942 -1.7289 -1.0345 -0.06 0.05 0.04
C 6.3636 -0.9804 -1.5052 -0.04 0.07 0.05
C 6.4412 0.3758 -1.2010 -0.10 -0.03 0.06
C 5.4537 0.9821 -0.4316 0.02 -0.06 -0.01
H 4.8336 1.3681 2.6744 0.08 0.04 0.08
H 3.2567 1.4852 3.4373 -0.03 0.00 0.05
H 2.5387 -0.0559 4.7560 -0.03 0.09 0.07
H 3.2475 -1.6597 4.8907 0.04 0.00 0.07
H 0.7387 -3.4023 5.6407 0.00 0.09 0.00
H 0.8485 -5.8309 5.8427 0.02 0.04 -0.09
H 1.5241 -7.2239 3.9070 0.01 0.03 -0.01
H 2.0985 -6.1291 1.7484 -0.02 0.04 0.07
H 1.9929 -3.6765 1.5471 -0.03 -0.13 0.25
H 0.8409 -1.2826 6.2352 -0.03 -0.06 -0.03
H -1.0026 -0.2292 7.4534 0.00 0.00 -0.06
H -2.8101 0.9400 6.2213 0.04 -0.02 -0.02
H -2.7191 1.0673 3.7407 0.05 -0.04 0.02
H -0.8751 0.0097 2.5330 -0.06 -0.07 -0.13
H 6.2983 0.2136 2.0951 0.02 -0.10 0.05
H 8.0917 -1.2885 1.4881 -0.06 -0.03 0.04
H 7.9523 -3.7283 1.9859 -0.07 0.06 0.01
H 5.9171 -4.5938 3.1314 0.00 0.08 -0.01
H 4.1032 -3.1031 3.7437 -0.01 -0.02 -0.03
H 2.4613 2.1978 -1.3203 0.05 0.10 0.08
H 2.5842 4.5194 -2.1315 0.02 -0.02 0.06
H 3.3321 6.3319 -0.6096 -0.01 -0.03 0.01
H 3.9299 5.7961 1.7319 -0.02 -0.03 -0.02
H 3.8004 3.4908 2.5507 -0.01 0.01 -0.06
H 3.4732 -1.7013 0.0978 0.04 0.04 -0.04
H 5.2186 -2.7852 -1.2718 0.00 0.08 0.03
H 7.1280 -1.4467 -2.1170 -0.03 0.03 0.03
H 7.2701 0.9681 -1.5737 -0.04 -0.02 0.01
H 5.5278 2.0417 -0.2106 -0.04 -0.02 -0.01
F 0.0256 3.6135 0.6430 -0.11 -0.33 0.15
C -0.3180 2.3736 1.3030 0.38 0.66 0.64
F 0.6880 2.3253 2.3933 -0.20 -0.01 -0.28
H -1.1951 2.6905 1.9012 -0.03 0.01 -0.06
```
Forces are in eV/Å.

Results
Charge: -1
Total energy: -90100.6247 eV
Spin multiplicity: 1

***

Computed, not measured: a 3-piece molecular cluster, C11H22I2N2O6S overall, with the ωB97M-V functional and the def2-TZVPD basis.

Structure (XYZ):
```
44
Properties=species:S:1:pos:R:3:forces:R:3
C 3.0116 -0.4398 -6.6737 -0.01 -0.29 0.16
C 3.9625 -1.1466 -5.7103 -0.15 -0.02 0.07
C 3.1951 -2.1125 -4.7902 0.43 -0.10 -0.01
I 3.6693 -4.1729 -5.1919 -0.10 0.02 -0.09
C 3.3904 -1.8313 -3.3143 -0.34 0.38 -0.08
O 4.7059 -2.1075 -2.8420 0.00 -0.44 -0.02
S 4.7337 -2.9645 -1.4888 -0.07 0.35 -0.23
O 5.0404 -2.0943 -0.4130 0.05 -0.06 0.06
O 5.4561 -4.1610 -1.7018 0.09 0.01 0.07
O 3.1757 -3.3125 -1.4610 -0.10 0.10 -0.04
C 2.4093 -2.6204 -2.4318 0.09 -0.10 0.47
I 0.9263 -1.3290 -1.5669 -0.01 -0.21 -0.04
H 2.3497 0.2259 -6.1215 -0.05 0.12 -0.06
H 2.3888 -1.1782 -7.1798 -0.02 0.00 -0.11
H 3.5470 0.1251 -7.4310 0.04 0.12 0.00
H 4.4670 -0.4135 -5.0799 0.12 0.06 -0.02
H 4.7341 -1.6785 -6.2574 0.09 -0.02 -0.02
H 2.1266 -2.0253 -4.9768 -0.10 -0.06 0.00
H 3.2296 -0.7604 -3.1797 0.00 0.04 0.07
H 1.8507 -3.3834 -2.9603 -0.04 0.08 -0.20
C -2.0357 -0.1233 0.3430 0.09 0.11 -0.04
O -2.3612 -0.5594 -0.7471 0.05 -0.01 -0.02
N -2.3901 -0.6575 1.5207 0.01 0.02 0.10
C -1.9642 -0.0959 2.7911 -0.14 -0.20 -0.13
C -3.2301 -1.8434 1.5165 0.03 0.03 -0.06
H -1.3976 0.7726 0.4504 -0.02 0.00 0.02
H -1.3761 -0.8281 3.3469 0.02 0.05 0.06
H -2.8263 0.1882 3.3916 0.03 0.03 0.09
H -1.3495 0.7850 2.6161 0.01 0.01 -0.04
H -2.7364 -2.6570 0.9847 -0.01 -0.02 0.00
H -4.1756 -1.6382 1.0143 -0.01 -0.02 0.00
H -3.4231 -2.1447 2.5427 0.00 0.01 0.02
C -2.5350 2.5396 5.0865 0.12 -0.07 0.02
O -2.9998 1.5066 5.5294 -0.04 0.02 -0.02
N -3.1728 3.7228 5.0758 -0.05 0.13 -0.02
C -2.5675 4.9215 4.5324 -0.11 -0.05 0.06
C -4.5141 3.7893 5.6331 0.05 -0.06 -0.01
H -1.5233 2.5909 4.6466 -0.01 0.02 0.00
H -2.4840 5.6926 5.3005 0.02 0.02 -0.02
H -3.1640 5.3134 3.7064 0.02 0.02 -0.01
H -1.5706 4.6912 4.1625 0.02 -0.01 0.00
H -4.5055 3.4921 6.6816 -0.02 0.00 0.01
H -5.1826 3.1148 5.0981 -0.02 0.00 0.01
H -4.8845 4.8076 5.5485 0.01 0.02 -0.01
```
Forces are in eV/Å.

Results
Charge: 0
Total energy: -54064.6918 eV
Spin multiplicity: 1

***

spin multiplicity of number 5 (C55H56BaF2N5P2)? 1